12
Properties=species:S:1:pos:R:3:forces:R:3 method="wB97M-V/def2-TZVPD" lumo_energy_ev="-2.36 / -2.30" e_above_lowest_kj_mol=204.1 multiplicity=1
N -0.3044 1.8351 -0.4363 -1.857 2.313 -0.723
H 1.6000 -1.9579 0.7587 0.165 -0.821 0.022
H -0.4527 2.9010 -0.3192 0.607 -2.368 -0.242
N 0.9995 -0.0744 0.9371 1.667 1.522 -0.389
O 2.1416 0.4126 0.9041 1.126 0.934 -0.027
H -1.3360 -2.4229 0.9152 1.451 0.398 0.363
C -0.6834 -1.5115 0.9689 -2.462 -1.706 -1.613
C 0.7585 -1.3166 0.8560 -1.546 -1.409 0.863
H -1.1066 1.5202 -1.0415 1.290 0.215 0.591
I -4.0687 0.0647 0.0384 2.596 -0.510 0.826
C -1.3397 -0.3868 0.7266 -1.994 1.106 -0.090
P -0.3537 1.0822 1.0579 -1.042 0.327 0.418

---

15
Properties=species:S:1:pos:R:3:forces:R:3 method="wB97M-V/def2-TZVPD" lumo_energy_ev=1.07 smiles="C=C(N)/C=C/C" e_above_lowest_kj_mol=252.2 multiplicity=1
H 0.7480 2.8017 -0.6811 -1.635 -0.214 0.600
H -1.0598 3.0511 -1.1022 1.466 -0.878 1.383
H -0.4183 0.7957 -1.6240 0.654 -0.442 2.188
N 0.9994 -1.5523 1.3174 -1.069 -1.518 -1.794
C -0.4215 0.9998 -0.4796 -0.145 1.141 -0.644
H 1.5735 -2.3630 1.4239 0.003 -0.383 -0.412
C -0.1767 -2.1434 -0.8411 0.311 0.024 0.102
H -0.5295 2.9748 0.6346 0.138 -0.182 0.231
C 0.1625 -1.3154 0.1502 0.209 0.847 2.791
H 1.1852 -0.8742 2.0188 -0.374 0.675 -0.031
H -0.1347 -3.1944 -0.6381 0.747 -0.525 -0.514
C -0.4069 0.0329 0.4649 0.598 0.523 -2.605
C -0.3217 2.5438 -0.3385 -0.673 -0.081 -2.028
H -0.5101 -1.7806 -1.8189 -0.512 -0.105 0.783
H -0.6895 0.0235 1.5137 0.281 1.118 -0.050

---

24
Properties=species:S:1:pos:R:3:forces:R:3 method="wB97M-V/def2-TZVPD" lumo_energy_ev=3.32 smiles="CC[C@]1(C)[C@H](C(=O)[O-])C(=O)N1C" total_charge=-1 e_above_lowest_kj_mol=187.9 multiplicity=1
N -0.7648 1.4987 -0.1932 -1.242 0.352 0.351
C 0.0037 2.4174 -0.9162 -3.460 2.867 -2.883
C 0.3360 -2.1928 -0.5199 1.516 0.927 1.834
H 0.4431 -2.7364 -1.4028 0.484 -1.150 -1.432
H 1.0876 -0.4010 -1.1223 -0.198 0.332 -0.879
H -0.6008 3.4818 -0.8130 1.674 -2.479 -0.400
O -3.9032 -1.4305 0.6838 -0.986 -0.427 1.281
C 0.0577 -0.7452 -0.9350 -0.312 0.466 -0.181
H -0.3662 -2.7304 0.0861 -0.868 0.192 0.310
O -2.7868 -1.0135 -1.1701 0.492 -0.041 -2.442
C -2.1155 1.5098 0.2600 1.977 0.866 -1.013
H 1.6148 -0.1994 1.1263 -1.997 0.107 1.364
H -0.0620 -0.4929 2.1997 1.451 -0.118 -0.481
H 0.0218 2.1583 -2.0528 0.032 0.510 1.634
C -2.0664 0.1366 0.7852 1.265 -2.262 0.235
C -0.3698 0.1855 0.1710 -2.976 -0.799 3.699
H -0.6640 -0.6217 -1.8194 1.221 -0.367 1.359
O -2.9347 2.3870 0.1425 0.002 0.065 0.230
H -2.2069 -0.0640 1.9010 0.377 0.646 -1.450
H 0.6485 1.1033 1.9716 -0.164 -0.074 -0.398
H 1.3271 -2.2208 0.0817 -1.446 -0.101 -1.054
H 0.9921 2.5467 -0.6070 1.622 0.092 0.879
C -3.0462 -0.8801 0.0096 0.894 0.733 1.138
C 0.5369 0.1239 1.4849 0.644 -0.336 -1.701

---

88
Properties=species:S:1:pos:R:3:forces:R:3 method="wB97M-V/def2-TZVPD" lumo_energy_ev="-3.09 / -2.33" total_charge=+1 multiplicity=6
H -2.6501 -0.5359 -1.6983 0.843 -0.840 -0.251
H 1.1341 -4.3020 -7.4344 -0.168 0.264 0.341
H -0.6048 3.8776 4.9577 -0.345 -0.379 -0.070
C 1.4616 2.0323 -5.4546 -0.256 0.020 -0.076
C -3.1437 2.8668 -0.8417 0.162 -0.182 0.219
C 4.0456 -0.5242 3.1058 -0.080 0.083 -0.328
H -3.6686 -2.6607 -2.4149 0.431 -0.141 0.380
C -1.2317 3.7499 -2.0293 0.018 0.038 0.353
C -0.2261 -1.4331 -6.1769 0.014 -0.142 -0.108
H -2.8355 1.0310 0.2685 0.208 0.290 -0.568
C -0.7095 -1.4679 -1.1163 -1.074 -1.006 1.525
H 1.5362 -3.3570 4.1158 0.141 -0.066 -0.155
H -1.3809 -0.1101 -3.5678 -0.073 0.513 0.234
H 2.3853 1.5021 -5.2192 -0.126 0.151 -0.235
H -1.6483 -0.2114 5.6069 0.240 0.043 -0.584
H 0.8305 0.3515 8.9530 0.098 0.048 -0.207
C 1.4681 3.1131 -6.3455 0.173 0.002 0.015
H 2.3119 -4.2033 -5.2549 -0.208 0.155 -0.058
H 2.1151 -2.4658 5.9456 0.006 0.115 0.460
H 1.7008 1.7147 1.8734 -0.328 0.379 -0.196
C 2.3723 -2.9618 3.5357 -0.096 0.201 -0.004
H -0.0209 2.3990 1.9967 0.798 0.172 0.262
H -3.1761 4.6927 -2.0093 0.162 -0.309 0.123
C -0.0044 -2.4929 -7.0650 0.419 0.201 0.500
H 0.9075 2.1889 7.2270 -0.015 -0.269 0.130
H -1.8245 2.0720 -4.6005 0.096 0.068 -0.205
C -2.5291 -0.7664 2.4065 -0.556 -0.639 0.529
H -4.1857 2.9614 -0.5228 0.380 -0.049 -0.086
H 0.5814 0.0009 -2.2417 0.387 0.391 -2.580
H 4.2088 -0.4017 2.0290 0.089 0.029 0.291
C -2.6855 -2.6891 -1.9262 0.284 -0.050 0.438
H 1.4112 3.4570 2.0656 -0.137 -0.528 0.272
C -1.1626 -1.7100 4.0085 -0.894 -0.272 0.062
H 2.3937 3.4337 -6.8390 -0.331 -0.249 0.318
C 1.8809 -1.4545 6.2686 0.102 0.333 0.299
H -0.8650 2.2658 5.6913 -0.064 0.138 -0.333
H 1.9448 -2.2966 -3.6972 -0.293 -0.283 -0.083
C -1.7146 -0.5156 4.5568 -0.785 -0.477 -0.180
H 4.1666 0.4249 3.6264 0.354 -0.019 -0.098
C 0.2903 3.8086 -6.6300 -0.126 -0.296 0.222
H -2.5907 -4.8523 -1.7381 0.171 0.276 -0.049
H -0.4078 -4.8281 -0.5239 -0.244 0.281 -0.218
C 1.9404 -0.4417 5.3158 -0.613 -0.342 -0.666
H -3.2593 0.9011 3.7551 0.604 -0.281 -0.291
C 0.3831 -1.4110 -4.9091 1.442 -0.306 0.122
H -0.5714 -2.4401 4.5569 -0.045 0.267 -0.166
C 0.2633 1.6067 -4.8503 0.217 0.643 0.273
H -0.8158 -0.5764 -6.5219 -0.041 -0.385 0.271
H -1.8195 3.9769 -6.2092 0.257 -0.216 0.108
C -0.8990 3.4260 -6.0028 0.145 0.008 0.003
C -0.4550 2.6810 -1.5742 -0.415 -0.123 -0.177
C 1.1432 0.1396 7.9329 0.201 -0.002 -0.150
C 1.5201 0.8556 5.6604 0.027 -0.597 -1.694
Si 0.0596 0.0575 -3.8034 -0.769 0.168 -0.290
H 3.3288 -3.2170 4.0028 -0.229 -0.030 -0.102
C 0.9008 -3.5057 -6.7202 -0.227 0.221 0.030
H -1.5053 -2.7300 2.0302 0.073 0.383 0.111
As 2.1964 -1.0173 3.3962 1.295 -0.618 1.559
As 1.3206 2.4514 4.3668 0.115 0.886 1.231
H -3.1632 -0.6861 1.5149 0.473 0.092 0.434
C -1.0425 1.6216 -0.8554 0.806 0.399 -0.070
H 4.7032 -1.2997 3.5039 -0.026 0.265 0.037
H 1.4403 -1.9800 8.2974 0.001 0.243 0.025
Dy -0.1883 0.1019 2.5814 0.404 1.891 -1.607
H 2.3200 -3.3603 2.5177 0.093 -0.003 0.204
C -2.5784 3.8471 -1.6618 0.337 -0.140 -0.169
C -2.0771 -3.9060 -1.5650 0.141 0.495 -0.028
H -0.7640 4.5001 -2.6646 -0.184 -0.045 0.181
C -0.9033 2.3479 -5.1133 0.077 -0.001 -0.080
Cl 2.2487 0.2817 -0.3226 -0.526 -0.023 -0.371
H 0.6181 2.6446 -1.8070 -0.485 0.017 -0.129
H -0.4815 -2.4843 -8.0392 0.052 -0.029 0.100
C 1.0413 2.4571 2.3595 0.335 -0.336 -0.212
C 1.1757 1.1621 6.9763 0.033 -0.204 -0.228
C -0.5769 2.7920 4.7754 -0.012 0.624 0.137
C -1.6657 -1.8694 2.6808 -0.917 -0.181 0.630
H 0.2989 4.6437 -7.3348 0.010 -0.292 0.255
C -0.1635 -2.6991 -0.6578 -0.406 0.409 -0.336
C -2.3872 1.7651 -0.4190 0.382 -0.059 -0.154
H 0.7430 -2.6924 -0.0172 -0.435 -0.070 -0.764
C 1.4961 -1.1642 7.5822 -0.051 -0.079 -0.446
H -1.2534 2.5499 3.9386 0.205 0.063 0.444
C -0.8422 -3.8961 -0.9004 0.035 -0.034 0.124
C -2.5579 0.0766 3.5657 -0.456 -0.912 0.370
C 1.5588 -3.4511 -5.4926 0.336 0.030 0.098
Si 0.1127 0.1171 -0.5596 -1.620 0.035 1.700
C -2.0572 -1.4776 -1.6061 0.451 0.116 -0.022
C 1.3332 -2.4024 -4.5947 -0.470 0.063 -0.598

---

14
Properties=species:S:1:pos:R:3:forces:R:3 method="wB97M-V/def2-TZVPD" lumo_energy_ev=0.95 smiles=NCO.CO e_above_lowest_kj_mol=53.7 multiplicity=1
C -1.9890 -0.9806 -0.3493 0.614 1.011 0.266
O -2.3769 -1.9254 -1.3057 -0.147 -0.526 -0.347
N -1.2101 0.1515 -0.8417 -0.334 -0.616 -0.323
H 3.0775 -0.1334 1.1950 -0.060 -0.192 -0.262
C 2.4646 0.7470 1.3939 0.703 0.127 0.380
H 1.5811 0.4308 1.9330 -0.258 0.035 -0.034
H -2.8260 -0.5721 0.2143 -0.267 -0.029 -0.028
H 2.8160 1.9943 -0.0635 -0.116 -0.171 0.070
H -3.0257 -1.5609 -1.9145 -0.020 0.151 0.084
O 2.0840 1.4382 0.2257 -0.021 0.140 -0.239
H -1.7986 0.7567 -1.3981 -0.136 0.216 0.017
H -1.3521 -1.5066 0.3480 0.075 -0.328 0.135
H 3.0746 1.3729 2.0566 -0.225 0.071 0.054
H -0.5194 -0.2123 -1.4938 0.191 0.110 0.226

---

Number 1: DFT total energy -25587.9799 eV, strongest force on any atom 3.40 eV Å⁻¹, molecular weight 241.96 g/mol. Number 2: DFT total energy -6818.3814 eV, strongest force on any atom 2.92 eV Å⁻¹, molecular weight 83.13 g/mol. Number 3: DFT total energy -16123.1719 eV, strongest force on any atom 5.34 eV Å⁻¹, molecular weight 170.19 g/mol. Number 4: DFT total energy -215170.4585 eV, strongest force on any atom 2.64 eV Å⁻¹, molecular weight 915.74 g/mol. Number 5: DFT total energy -7804.1692 eV, strongest force on any atom 1.21 eV Å⁻¹, molecular weight 79.10 g/mol.